An isolated ion of composition C5H11N2O and charge +1 at a distorted geometry. Source: OMol25; level of theory: ωB97M-V with the def2-TZVPD basis set.

- SMILES string = CC1(C)CNC(=[NH2+])O1
- LUMO level (eV) = -3.69
- net charge = +1
- E_HOMO (hartree) = -0.5369

Each line ends with the Löwdin charge.
Geometry (Å):
C 1.622 0.745 -0.993  0.03
C 0.497 0.216 -0.094  -0.61
C 0.908 0.273 1.373  -0.02
C -0.101 -1.193 -0.446  -0.05
N -1.514 -1.071 -0.187  0.15
C -1.942 0.139 -0.171  -0.11
N -3.084 0.788 -0.037  0.25
O -0.499 1.141 -0.419  0.02
H 1.302 0.903 -2.013  0.11
H 2.242 -0.100 -0.888  0.09
H 2.056 1.537 -0.541  0.06
H 1.158 1.325 1.459  0.09
H 1.798 -0.300 1.576  0.09
H 0.104 0.042 2.212  0.14
H 0.134 -1.477 -1.403  0.11
H 0.463 -1.830 0.363  0.18
H -1.970 -1.969 -0.097  0.19
H -3.939 0.371 -0.173  0.11
H -2.998 1.666 -0.599  0.18

=====

C5H11N2O as an isolated structure at a distorted geometry. Source: OMol25; level of theory: ωB97M-V with the def2-TZVPD basis set.

- LUMO level (eV) = -8.46
- net charge = +1
- E_HOMO (hartree) = -0.4956

Each line ends with the Löwdin charge.
Geometry (Å):
O 2.723 -1.837 0.055  0.18
C 3.180 -0.853 -0.467  -0.17
C 2.443 0.415 -0.532  0.25
C 1.055 0.563 -0.041  -0.20
C 0.851 0.276 1.453  -0.03
N -3.923 -0.780 -0.795  0.07
C -2.724 -0.408 -0.056  -0.39
N -1.909 0.595 -0.028  0.07
H 4.126 -0.908 -1.029  0.15
H 1.461 0.950 2.077  0.10
H 2.941 1.239 -1.026  0.15
H 0.425 -0.153 -0.615  0.16
H 0.770 1.538 -0.428  0.12
H -0.210 0.320 1.700  0.08
H 1.309 -0.703 1.596  0.08
H -3.755 -0.605 -1.792  0.08
H -3.932 0.190 -0.197  0.12
H -2.523 -1.260 0.608  0.12
H -2.309 1.420 -0.486  0.07